No. 1
# C16H12N5O12PdSbSe4

A molecular structure, C16H12N5O12PdSbSe4 (ωB97M-V with the def2-TZVPD basis set, the Open Molecules 2025 dataset).

The total charge is -2. Its spin multiplicity is 1. The largest force on an atom is 0.256 eV Å⁻¹. As for the relative energy (zero: lowest compared OMol25 entry of this formula, charge and spin): 28.9 kcal per mole. The value obtained for the HOMO-LUMO gap is 5.643 eV.

Geometry (Å):
1 Pd 1.58 -2.17 1.14
2 N 5.20 -1.76 -0.82
3 C 4.39 -2.86 -0.68
4 O 4.78 -3.88 -0.14
5 C 3.01 -2.71 -1.29
6 C 1.90 -3.31 -0.46
7 H 6.04 -1.78 -0.26
8 H 4.75 -0.87 -0.93
9 H 3.06 -3.26 -2.25
10 H 2.81 -1.67 -1.54
11 H 2.16 -4.30 -0.06
12 H 0.97 -3.39 -1.03
13 O 1.40 5.74 1.10
14 N 0.92 4.81 1.74
15 O 0.09 4.96 2.63
16 C 1.38 3.47 1.46
17 C 0.84 2.39 2.14
18 C 1.31 1.14 1.90
19 C 2.30 0.81 0.89
20 O 2.70 -0.34 0.61
21 C 2.79 2.00 0.22
22 C 2.36 3.27 0.51
23 N 3.80 1.90 -0.82
24 O 4.61 2.81 -0.91
25 O 3.80 0.93 -1.55
26 N 0.74 0.08 2.72
27 O 1.51 -0.83 3.07
28 O -0.41 0.17 3.07
29 H 0.05 2.54 2.87
30 H 2.79 4.11 -0.02
31 O -1.08 -1.04 -0.09
32 C -1.60 0.15 -0.27
33 O -0.99 1.17 0.00
34 C -2.99 0.27 -0.84
35 C -3.41 -0.54 -1.88
36 C -4.69 -0.39 -2.40
37 C -5.56 0.55 -1.88
38 C -5.10 1.35 -0.85
39 C -3.83 1.24 -0.32
40 N -6.01 2.37 -0.30
41 O -7.13 2.46 -0.78
42 O -5.61 3.07 0.61
43 H -2.76 -1.30 -2.28
44 H -5.02 -1.04 -3.21
45 H -6.56 0.68 -2.25
46 H -3.50 1.89 0.48
47 Se -3.96 -2.34 1.47
48 Sb -1.98 -2.89 0.26
49 Se -1.89 -4.00 -1.85
50 Se 0.14 -5.91 1.17
51 Se -0.10 -3.74 1.88

---

No. 2
# C16H13AsN2O6PtS5Se2

A molecular structure, C16H13AsN2O6PtS5Se2 at a distorted geometry (ωB97M-V with the def2-TZVPD basis set, the Open Molecules 2025 dataset).

Its spin multiplicity is 5. Its expectation value of S² is 6.04. The largest force on an atom is 4.383 eV Å⁻¹. As for the relative energy (zero: lowest compared OMol25 entry of this formula, charge and spin): 0.0 kcal per mole. The value obtained for the HOMO-LUMO gap (alpha / beta) is 3.524 / 3.776 eV.

Geometry (Å):
1 Pt -0.22 0.88 1.68
2 O -0.48 -3.51 0.79
3 As 0.44 -2.20 1.51
4 O 0.92 -2.25 3.16
5 O -0.36 -0.79 0.74
6 C 2.30 -2.31 0.77
7 C 3.28 -2.43 1.79
8 C 4.64 -2.36 1.47
9 C 4.96 -2.25 0.07
10 C 4.04 -2.41 -0.95
11 C 2.64 -2.41 -0.60
12 S 1.68 -2.56 -2.10
13 O 0.38 -2.96 -1.58
14 O 2.41 -3.56 -2.86
15 O 1.80 -1.21 -2.61
16 H -0.29 -3.44 -0.18
17 H 2.95 -2.48 2.83
18 H 5.43 -2.38 2.23
19 H 6.00 -2.08 -0.22
20 H 4.31 -2.64 -1.97
21 S 1.59 1.24 0.22
22 S 2.18 3.15 0.23
23 S 1.62 4.02 1.91
24 S 0.38 2.65 3.02
25 Se -3.32 2.93 -1.48
26 Se -2.65 1.05 -0.04
27 C -3.08 1.50 1.69
28 C -4.25 1.99 2.19
29 C -4.50 1.76 3.53
30 C -3.65 0.96 4.27
31 C -2.38 0.62 3.79
32 N -2.08 0.93 2.49
33 C -2.09 2.17 -2.75
34 C -2.14 2.61 -4.13
35 C -1.26 2.18 -5.07
36 C -0.40 1.16 -4.63
37 C -0.36 0.85 -3.29
38 N -1.15 1.33 -2.31
39 H -4.96 2.49 1.53
40 H -5.37 2.25 3.98
41 H -3.95 0.59 5.25
42 H -1.62 -0.01 4.25
43 H -2.78 3.47 -4.32
44 H -1.24 2.58 -6.06
45 H 0.28 0.70 -5.36
46 H 0.38 0.17 -2.89

---

No. 3
# C16H13BrFILiN4O2S

A molecular structure, C16H13BrFILiN4O2S (ωB97M-V with the def2-TZVPD basis set, the Open Molecules 2025 dataset).

The total charge is -1. Its spin multiplicity is 1. The largest force on an atom is 0.467 eV Å⁻¹. As for the relative energy (zero: lowest compared OMol25 entry of this formula, charge and spin): 0.0 kcal per mole. The value obtained for the HOMO-LUMO gap is 7.899 eV.

Geometry (Å):
1 Li 0.08 3.59 -0.28
2 N -5.65 -1.14 2.68
3 C -4.35 -0.63 2.50
4 C -4.15 0.74 2.35
5 C -2.87 1.25 2.22
6 C -1.78 0.39 2.23
7 C -1.97 -0.97 2.37
8 C -3.25 -1.48 2.51
9 S -0.14 1.07 2.06
10 O -0.03 2.13 3.03
11 O 0.77 -0.05 2.17
12 N -0.10 1.77 0.62
13 C -0.18 1.04 -0.51
14 N -0.53 -0.26 -0.54
15 C -0.64 -0.81 -1.74
16 C -0.43 -0.13 -2.93
17 C -0.05 1.21 -2.79
18 N 0.10 1.78 -1.62
19 H -6.37 -0.57 2.26
20 H -5.75 -2.10 2.37
21 H -5.00 1.41 2.34
22 H -2.72 2.31 2.10
23 H -1.11 -1.62 2.36
24 H -3.40 -2.55 2.63
25 H -0.92 -1.86 -1.76
26 H -0.54 -0.60 -3.89
27 H 0.16 1.82 -3.66
28 F -0.43 5.12 -0.80
29 Br 6.91 0.46 -0.39
30 C 5.34 -0.36 -1.07
31 C 5.50 -1.54 -1.78
32 C 4.39 -2.19 -2.30
33 C 3.12 -1.65 -2.11
34 C 2.97 -0.47 -1.40
35 C 4.08 0.19 -0.87
36 I 3.72 1.94 0.18
37 H 6.49 -1.95 -1.92
38 H 4.51 -3.11 -2.86
39 H 2.24 -2.14 -2.51
40 H 1.99 -0.05 -1.24

---

No. 4
# C16H13Cl2N6PtS

A molecular structure, C16H13Cl2N6PtS at a distorted geometry (ωB97M-V with the def2-TZVPD basis set, the Open Molecules 2025 dataset).

The total charge is +3. Its spin multiplicity is 5. Its expectation value of S² is 6.05. The largest force on an atom is 2.097 eV Å⁻¹. As for the relative energy (zero: lowest compared OMol25 entry of this formula, charge and spin): 4.3 kcal per mole. The value obtained for the HOMO-LUMO gap (alpha / beta) is 6.465 / 4.187 eV.

Geometry (Å):
1 Pt -0.54 0.02 -0.35
2 S 3.58 1.66 -1.49
3 C 3.63 -0.06 -1.67
4 C 2.43 -0.67 -1.41
5 C 1.43 0.23 -1.01
6 C 1.92 1.56 -1.04
7 C 1.08 2.68 -0.74
8 C 1.45 4.02 -0.96
9 C 0.53 5.03 -0.69
10 C -0.72 4.69 -0.20
11 C -0.99 3.34 0.05
12 N -0.13 2.39 -0.22
13 H 4.55 -0.54 -1.96
14 H 2.32 -1.74 -1.50
15 H 2.43 4.26 -1.36
16 H 0.79 6.06 -0.85
17 H -1.48 5.43 -0.01
18 H -1.94 3.05 0.49
19 N -0.63 -0.84 4.03
20 C -0.65 0.10 3.08
21 N -0.52 -0.48 1.90
22 C -0.42 -1.82 2.20
23 N -0.48 -2.03 3.49
24 C -0.21 -2.85 1.20
25 C 0.03 -4.19 1.58
26 N 0.23 -5.06 0.65
27 C 0.22 -4.78 -0.62
28 C -0.02 -3.45 -1.00
29 N -0.23 -2.53 -0.08
30 H -0.71 -0.74 5.04
31 H -0.75 1.16 3.25
32 H 0.06 -4.49 2.63
33 H 0.39 -5.57 -1.34
34 H -0.04 -3.17 -2.05
35 Cl -2.00 0.52 -2.60
36 C -3.48 -0.14 -1.88
37 Cl -3.07 -0.70 -0.26
38 H -3.83 -0.98 -2.48
39 H -4.24 0.65 -1.82

---

No. 5
# C16H13F5N4SSbSe4Ti

A molecular structure, C16H13F5N4SSbSe4Ti at a distorted geometry (ωB97M-V with the def2-TZVPD basis set, the Open Molecules 2025 dataset).

The total charge is -1. Its spin multiplicity is 1. The largest force on an atom is 2.796 eV Å⁻¹. As for the relative energy (zero: lowest compared OMol25 entry of this formula, charge and spin): 71.8 kcal per mole. The value obtained for the HOMO-LUMO gap is 4.196 eV.

Geometry (Å):
1 Ti -0.39 -0.18 0.62
2 C 4.82 -2.19 2.98
3 C 4.42 -0.80 2.49
4 N 3.07 -0.44 2.89
5 C 1.98 -0.76 2.17
6 S 0.44 -0.42 2.93
7 N 2.13 -1.34 1.00
8 N 0.94 -1.50 0.36
9 C 0.71 -2.36 -0.59
10 C 1.80 -3.14 -1.22
11 C -0.70 -2.40 -0.95
12 C -1.21 -2.97 -2.11
13 C -2.54 -2.79 -2.43
14 C -3.37 -2.14 -1.54
15 C -2.83 -1.63 -0.38
16 N -1.53 -1.73 -0.08
17 H 5.85 -2.41 2.71
18 H 4.17 -2.94 2.53
19 H 4.72 -2.26 4.07
20 H 4.45 -0.77 1.40
21 H 5.09 -0.04 2.88
22 H 2.89 -0.12 3.82
23 H 2.69 -2.51 -1.26
24 H 1.53 -3.44 -2.23
25 H 2.05 -4.02 -0.63
26 H -0.53 -3.45 -2.80
27 H -2.92 -3.13 -3.39
28 H -4.42 -1.98 -1.76
29 H -3.43 -1.06 0.32
30 Se 0.25 -1.94 -4.80
31 Sb -0.70 0.19 -4.05
32 Se -3.12 0.12 -4.42
33 Se 0.39 2.07 -5.16
34 Se -0.29 0.46 -1.54
35 F 2.26 2.29 0.93
36 C 0.99 2.74 0.93
37 C -0.03 1.82 0.90
38 C -1.31 2.32 0.89
39 F -2.31 1.37 0.81
40 C -1.62 3.66 0.95
41 F -2.88 4.10 0.96
42 C -0.56 4.55 1.00
43 F -0.81 5.86 1.09
44 C 0.75 4.10 0.99
45 F 1.75 4.98 1.06

---

No. 6
# C16H13FN4OS2

C16H13FN4OS2 in the gas phase at a distorted geometry (ωB97M-V with the def2-TZVPD basis set, the Open Molecules 2025 dataset).

Its SMILES is Cc1csc(NC(=O)CSc2ccc(-c3ccc(F)cc3)nn2)n1. Its spin multiplicity is 1. The largest force on an atom is 1.214 eV Å⁻¹. As for the relative energy (zero: lowest compared OMol25 entry of this formula, charge and spin): 0.0 kcal per mole. The value obtained for the HOMO-LUMO gap is 8.559 eV.

Geometry (Å):
1 C -3.02 -0.54 -0.35
2 C -1.91 -1.53 -0.35
3 C -1.35 -2.12 0.74
4 S -0.05 -3.17 0.29
5 C -0.38 -2.73 -1.38
6 N 0.38 -3.27 -2.39
7 C 0.63 -2.78 -3.65
8 O 1.14 -3.50 -4.48
9 C 0.35 -1.32 -3.88
10 S 1.92 -0.45 -3.50
11 C 1.59 0.23 -1.92
12 C 2.66 0.68 -1.13
13 C 2.35 1.20 0.10
14 C 0.99 1.26 0.47
15 C 0.53 1.78 1.76
16 C 1.29 2.70 2.49
17 C 0.83 3.17 3.71
18 C -0.38 2.72 4.19
19 F -0.83 3.18 5.37
20 C -1.16 1.82 3.48
21 C -0.69 1.35 2.27
22 N 0.05 0.82 -0.35
23 N 0.33 0.32 -1.51
24 N -1.35 -1.90 -1.53
25 H -3.49 -0.49 0.62
26 H -2.61 0.43 -0.62
27 H -3.75 -0.82 -1.10
28 H -1.62 -2.02 1.78
29 H 0.76 -4.19 -2.21
30 H 0.15 -1.14 -4.94
31 H -0.42 -0.91 -3.23
32 H 3.67 0.60 -1.49
33 H 3.13 1.52 0.78
34 H 2.22 3.07 2.10
35 H 1.40 3.89 4.28
36 H -2.10 1.49 3.88
37 H -1.27 0.65 1.69